{
  "formula": "C27H51BrClN2O6",
  "method": "the ωB97M-V functional and the def2-TZVPD basis",
  "symbols": ["Cl", "C", "C", "N", "Br", "C", "N", "H", "H", "H", "C", "C", "C", "O", "C", "H", "H", "H", "H", "H", "H", "H", "H", "C", "C", "C", "O", "C", "H", "H", "H", "H", "H", "H", "H", "H", "C", "C", "C", "O", "C", "H", "H", "H", "H", "H", "H", "H", "H", "C", "C", "C", "O", "C", "H", "H", "H", "H", "H", "H", "H", "H", "C", "C", "C", "O", "C", "H", "H", "H", "H", "H", "H", "H", "H", "C", "C", "C", "O", "C", "H", "H", "H", "H", "H", "H", "H", "H"],
  "coordinates": [[1.6083, 3.2981, 0.4947], [-0.0295, 3.6310, 0.3364], [-1.0867, 2.7818, 0.1848], [-2.1920, 3.5862, 0.0654], [-3.9090, 2.9693, -0.1722], [-1.8501, 4.8645, 0.1491], [-0.5287, 4.9081, 0.3201], [-1.0853, 1.7092, 0.1321], [-2.5165, 5.7014, 0.0785], [0.0007, 5.7628, 0.4105], [-4.1821, -2.0809, 0.8147], [-4.1830, -0.8195, 1.6702], [-2.7910, -0.2772, 1.3972], [-2.4544, -0.6531, 0.0612], [-3.3944, -1.6327, -0.4094], [-5.1787, -2.4401, 0.5633], [-3.6526, -2.8737, 1.3407], [-4.9448, -0.1192, 1.3119], [-4.3608, -1.0062, 2.7274], [-2.0523, -0.7092, 2.0798], [-2.7345, 0.8115, 1.4681], [-4.0437, -1.1638, -1.1572], [-2.8478, -2.4443, -0.8880], [-1.6518, -5.0368, 4.8344], [-2.9825, -4.7155, 5.5097], [-3.3964, -3.4415, 4.7873], [-2.8658, -3.5394, 3.4615], [-1.9298, -4.6285, 3.3967], [-1.3562, -6.0805, 4.9206], [-0.8570, -4.4189, 5.2592], [-3.7038, -5.5114, 5.3139], [-2.9072, -4.5815, 6.5873], [-2.9718, -2.5544, 5.2713], [-4.4791, -3.3194, 4.7288], [-2.3826, -5.4490, 2.8343], [-1.0345, -4.2975, 2.8678], [1.3877, 5.1960, -2.5486], [2.1481, 5.7769, -3.7359], [1.4423, 5.1020, -4.9030], [0.0806, 4.8978, -4.4877], [-0.0349, 5.1291, -3.0958], [1.4670, 5.8015, -1.6430], [1.7539, 4.1925, -2.3242], [2.0074, 6.8591, -3.7790], [3.2163, 5.5719, -3.7170], [1.8910, 4.1309, -5.1273], [1.4505, 5.7048, -5.8098], [-0.5661, 6.0784, -2.9370], [-0.6273, 4.3215, -2.6499], [3.3149, 4.0764, 3.7096], [4.1806, 4.0254, 4.9646], [3.1219, 3.9810, 6.0608], [1.9912, 3.2975, 5.5017], [2.1567, 3.1715, 4.0944], [3.8319, 3.7435, 2.8099], [2.9587, 5.0967, 3.5421], [4.7718, 3.1077, 4.9741], [4.8606, 4.8687, 5.0657], [2.8100, 4.9883, 6.3543], [3.4527, 3.4484, 6.9513], [2.3790, 2.1232, 3.8619], [1.2205, 3.4429, 3.5989], [4.7798, 1.9595, -8.1109], [3.5274, 1.2258, -7.6389], [3.4896, 1.6005, -6.1644], [4.0671, 2.9062, -6.0646], [4.7069, 3.2454, -7.3009], [4.8040, 2.1400, -9.1839], [5.6725, 1.3921, -7.8400], [2.6465, 1.6182, -8.1516], [3.5627, 0.1497, -7.7985], [4.0862, 0.9071, -5.5623], [2.4762, 1.6272, -5.7593], [4.1023, 4.0025, -7.8117], [5.6873, 3.6713, -7.0876], [-0.7129, -8.5138, -0.2015], [-1.9247, -9.3944, 0.0911], [-2.2203, -9.0389, 1.5413], [-1.8213, -7.6740, 1.7094], [-1.0547, -7.2523, 0.5786], [-0.5545, -8.3229, -1.2616], [0.1918, -8.9737, 0.2016], [-2.7622, -9.1052, -0.5475], [-1.7395, -10.4573, -0.0516], [-1.6389, -9.6604, 2.2298], [-3.2759, -9.1343, 1.7966], [-1.6637, -6.5670, -0.0222], [-0.1717, -6.7149, 0.9275]],
  "atomic_forces_ev_per_a": [[0.160, -0.009, 0.099], [-0.274, -0.340, -0.045], [0.798, 0.224, -0.018], [-0.303, -0.068, -0.005], [0.004, 0.053, -0.041], [0.132, -0.169, -0.020], [-0.314, 0.222, -0.012], [-0.283, -0.182, -0.061], [-0.091, 0.120, 0.015], [0.147, -0.033, -0.016], [0.068, -0.118, -0.065], [-0.092, 0.083, -0.071], [0.186, -0.124, 0.109], [0.006, 0.187, -0.071], [-0.135, 0.017, -0.034], [-0.013, 0.038, -0.020], [-0.013, -0.002, 0.034], [0.019, 0.008, 0.018], [0.036, -0.049, -0.001], [-0.068, 0.004, 0.064], [-0.028, 0.063, 0.128], [0.009, -0.018, 0.000], [0.050, 0.022, 0.003], [0.060, 0.087, 0.054], [-0.044, -0.071, -0.028], [0.051, 0.047, -0.002], [0.056, 0.053, 0.073], [-0.094, -0.119, -0.092], [-0.024, -0.018, -0.020], [-0.001, -0.010, -0.002], [-0.002, 0.008, 0.001], [0.013, 0.012, 0.004], [-0.018, -0.016, 0.037], [-0.002, 0.014, -0.040], [0.053, -0.023, 0.015], [-0.022, 0.062, -0.013], [-0.019, -0.072, 0.052], [-0.057, 0.123, -0.022], [0.080, -0.171, -0.048], [0.014, 0.012, 0.051], [-0.015, 0.108, -0.043], [0.057, 0.040, -0.024], [0.014, -0.009, -0.012], [0.000, -0.008, 0.000], [-0.002, -0.050, -0.004], [0.049, 0.044, -0.018], [-0.074, 0.005, -0.007], [0.001, -0.011, 0.074], [-0.020, -0.023, -0.035], [0.045, 0.172, -0.093], [-0.040, -0.127, 0.049], [-0.036, 0.071, -0.011], [0.072, 0.094, -0.023], [-0.009, -0.201, 0.076], [0.026, -0.010, 0.013], [0.014, -0.003, -0.001], [0.002, 0.006, 0.003], [-0.020, 0.025, -0.002], [0.036, 0.006, 0.010], [-0.043, -0.031, 0.006], [-0.017, 0.016, -0.088], [-0.038, -0.012, 0.052], [0.058, -0.057, 0.041], [-0.064, 0.049, -0.049], [0.079, -0.016, 0.038], [-0.046, -0.011, 0.006], [-0.059, 0.054, -0.024], [-0.018, 0.006, -0.007], [0.001, 0.010, -0.005], [0.000, -0.007, 0.008], [0.018, -0.007, 0.005], [-0.027, -0.030, -0.013], [0.001, 0.033, 0.023], [0.025, -0.004, -0.030], [-0.010, 0.011, 0.049], [0.059, -0.048, 0.039], [-0.057, 0.046, -0.052], [0.058, -0.031, 0.046], [0.010, 0.002, -0.016], [-0.075, 0.027, -0.016], [-0.016, 0.002, -0.009], [0.000, 0.010, -0.003], [-0.001, -0.008, 0.007], [0.018, -0.005, 0.008], [-0.016, -0.029, -0.018], [-0.002, 0.041, 0.026], [0.034, 0.003, -0.029], [-0.015, 0.010, 0.041]],
  "lowdin_charge": [0.848, -0.689, -0.080, -0.472, 0.966, -0.109, 0.126, 0.129, 0.160, 0.179, -0.156, -0.158, -0.233, -0.168, -0.186, 0.119, 0.096, 0.105, 0.112, 0.124, 0.058, 0.115, 0.119, -0.161, -0.164, -0.207, -0.175, -0.192, 0.115, 0.114, 0.116, 0.113, 0.116, 0.116, 0.106, 0.118, -0.196, -0.150, -0.174, -0.124, -0.232, 0.093, 0.094, 0.118, 0.119, 0.105, 0.125, 0.118, 0.103, -0.194, -0.163, -0.192, -0.135, -0.241, 0.098, 0.112, 0.117, 0.115, 0.118, 0.120, 0.119, 0.093, -0.167, -0.168, -0.210, -0.165, -0.202, 0.114, 0.115, 0.115, 0.113, 0.117, 0.110, 0.117, 0.117, -0.169, -0.168, -0.200, -0.163, -0.213, 0.112, 0.115, 0.114, 0.113, 0.118, 0.117, 0.116, 0.115],
  "total_energy_ha": -4654.16960,
  "largest_force_ev_per_a": 0.83,
  "total_charge": 1,
  "gap_ev": 6.84
}